[1]
A molecular structure, BrCdN3O9 in a non-equilibrium geometry. Source: the Open Molecules 2025 dataset; level of theory: ωB97M-V with the def2-TZVPD basis set.

Geometry (Å):
Cd -0.662 -0.415 -0.817
N 0.761 2.608 -1.421
O -0.150 3.323 -1.873
O 1.881 2.991 -1.115
O 0.406 1.361 -1.440
N 1.812 -2.194 -0.243
O 0.576 -1.889 -0.421
O 2.682 -1.368 -0.116
O 2.069 -3.417 -0.147
N -1.634 0.047 2.433
O -1.352 0.220 1.189
O -1.027 -0.875 2.967
O -2.500 0.818 2.873
Br -2.862 -1.209 -1.869

Computed properties:
- E_HOMO (eV) = -3.22
- energy above the lowest of the compared OMol25 structures with the same formula, charge and spin (kcal per mole) = 0.00
- net charge = -2
- orbital gap (Eh) = 0.3163

Results of the natural (NBO) charge analysis, in e, for atoms 1 through 5: Cd 1.70; N 0.73; O -0.50; O -0.46; O -0.72

***

[2]
A molecular structure, C46H41CoIN5O3S2Sb2. Source: the Open Molecules 2025 dataset; level of theory: ωB97M-V with the def2-TZVPD basis set.

Geometry (Å):
Co -1.402 -0.554 -0.643
C -0.900 1.985 1.532
C 0.550 2.449 1.711
C 1.588 1.493 1.123
Sb 1.476 -0.590 1.551
C 2.965 -1.388 0.330
C 2.982 -2.765 0.122
C 3.931 -3.321 -0.722
C 4.860 -2.512 -1.369
C 4.848 -1.142 -1.144
C 3.907 -0.574 -0.296
C 2.134 -0.861 3.525
C 3.428 -0.481 3.866
C 3.883 -0.676 5.162
C 3.049 -1.257 6.107
C 1.762 -1.646 5.762
C 1.300 -1.448 4.468
Sb -1.606 1.007 3.336
C -2.190 2.889 4.186
C -1.503 3.361 5.301
C -1.790 4.611 5.840
C -2.775 5.401 5.268
C -3.474 4.939 4.159
C -3.181 3.694 3.624
C -3.571 0.454 2.691
C -4.632 0.606 3.585
C -5.911 0.183 3.251
C -6.153 -0.407 2.018
C -5.108 -0.568 1.120
C -3.831 -0.143 1.462
H -0.983 1.315 0.665
H -1.566 2.834 1.372
H 0.777 2.634 2.767
H 0.695 3.415 1.218
H 2.596 1.766 1.449
H 1.584 1.532 0.033
H 2.242 -3.397 0.603
H 3.946 -4.390 -0.894
H 5.573 -2.933 -2.072
H 5.572 -0.516 -1.652
H 3.903 0.500 -0.149
H 4.095 -0.049 3.127
H 4.889 -0.382 5.431
H 3.407 -1.415 7.117
H 1.118 -2.106 6.500
H 0.296 -1.748 4.192
H -0.736 2.749 5.765
H -1.245 4.964 6.707
H -3.002 6.373 5.686
H -4.250 5.550 3.715
H -3.744 3.341 2.765
H -4.469 1.070 4.552
H -6.722 0.312 3.957
H -7.150 -0.739 1.760
H -5.282 -1.029 0.154
H -3.024 -0.266 0.741
I -5.918 -2.874 -3.887
C -4.193 -3.205 -2.779
C -3.632 -4.467 -2.672
C -2.489 -4.610 -1.905
C -1.948 -3.497 -1.285
N -2.477 -2.275 -1.402
C -3.587 -2.141 -2.131
H -4.078 -5.316 -3.172
H -2.018 -5.576 -1.785
H -1.064 -3.571 -0.664
H -4.008 -1.146 -2.193
O 6.984 -2.795 -3.688
S 6.549 -2.818 -5.081
O 7.606 -2.662 -6.045
O 5.557 -3.833 -5.377
C 5.570 -1.282 -5.186
N 5.975 -0.290 -5.975
C 5.233 0.809 -5.973
C 4.086 0.948 -5.205
C 3.742 -0.154 -4.433
N 4.479 -1.252 -4.420
C 2.527 -0.197 -3.570
C 1.835 0.944 -3.178
C 0.735 0.815 -2.353
N 0.288 -0.363 -1.901
C 0.954 -1.456 -2.288
C 2.060 -1.423 -3.114
H 5.562 1.617 -6.619
H 3.501 1.856 -5.245
H 2.149 1.933 -3.481
H 0.180 1.690 -2.031
H 0.583 -2.397 -1.899
H 2.578 -2.329 -3.399
C -3.862 2.665 -3.350
C -3.089 1.665 -3.919
C -2.410 0.795 -3.086
N -2.464 0.867 -1.749
C -3.217 1.833 -1.210
C -3.926 2.748 -1.970
H -4.407 3.363 -3.972
H -3.009 1.552 -4.991
H -1.797 -0.001 -3.491
H -3.256 1.866 -0.130
H -4.518 3.507 -1.476
S -0.522 -1.663 1.245

Computed properties:
- E_HOMO (alpha / beta) (eV) = -7.13 / -7.13
- orbital gap (alpha / beta) (Eh) = 0.2445 / 0.2444

Results of the Löwdin charge analysis, in e, for atoms 1 through 5: Co -0.01; C -0.40; C -0.35; C -0.32; Sb 1.30

***

[3]
C5H11NO in the gas phase in a non-equilibrium geometry. Source: the Open Molecules 2025 dataset; level of theory: ωB97M-V with the def2-TZVPD basis set.

Geometry (Å):
C -0.750 -0.902 -1.481
C -0.713 -0.916 0.068
N 0.405 -0.115 0.621
C 1.608 -0.936 0.782
C 0.563 1.214 0.351
C -0.782 1.964 0.393
O 1.606 1.701 -0.015
H 0.143 -0.376 -1.826
H -1.568 -0.309 -1.885
H -0.814 -1.952 -1.756
H -1.630 -0.527 0.502
H -0.587 -1.903 0.509
H 1.392 -1.568 1.652
H 1.707 -1.712 0.004
H 2.564 -0.433 0.844
H -1.228 1.983 1.382
H -1.447 1.773 -0.441
H -0.470 3.014 0.297

Computed properties:
- SMILES string = CCN(C)C(C)=O
- E_HOMO (eV) = -9.06
- energy above the lowest of the compared OMol25 structures with the same formula, charge and spin (kcal per mole) = 26.17
- orbital gap (Eh) = 0.3675

Results of the natural (NBO) charge analysis, in e, for atoms 1 through 5: C -0.65; C -0.21; N -0.46; C -0.42; C 0.70

***

[4]
2 unconnected molecules or ions with the total composition C3H10N2OP in a non-equilibrium geometry. Source: the Open Molecules 2025 dataset; level of theory: ωB97M-V with the def2-TZVPD basis set.

Geometry (Å):
C -1.791 1.411 0.150
C 2.807 0.657 -0.708
C -0.551 -2.245 0.193
N -1.461 0.087 0.367
N 1.684 0.394 0.124
O 1.546 0.749 1.264
P -0.577 -0.751 -0.729
H -1.266 2.002 0.812
H -1.691 1.836 -0.896
H -2.966 1.599 0.353
H 3.370 -0.210 -0.555
H 3.400 1.559 -0.299
H 2.496 0.647 -1.775
H -0.357 -1.769 1.195
H 0.040 -3.001 -0.209
H -1.548 -2.638 0.381
H -1.524 -0.287 1.282

Computed properties:
- E_HOMO (eV) = -13.64
- energy above the lowest of the compared OMol25 structures with the same formula, charge and spin (kcal per mole) = 129.48
- net charge = +1
- orbital gap (Eh) = 0.3173

Results of the natural (NBO) charge analysis, in e, for atoms 1 through 5: C -0.44; C -0.52; C -1.06; N -0.86; N 0.14

***

[5]
2 unconnected molecules or ions with the total composition C13H13ClNO3 in a non-equilibrium geometry. Source: the Open Molecules 2025 dataset; level of theory: ωB97M-V with the def2-TZVPD basis set.

Geometry (Å):
O 0.819 3.454 2.881
C 1.172 2.594 2.027
C 0.379 2.411 0.634
C 0.967 1.780 -0.505
Cl 0.054 1.566 -2.080
C 2.476 1.296 -0.374
O 3.200 1.262 -1.396
C 3.093 0.901 1.059
C 4.259 -0.097 1.170
C 4.785 -0.399 2.621
C 4.176 0.307 3.853
C 2.988 1.313 3.683
C 2.408 1.614 2.287
H -0.689 2.798 0.552
H 4.711 -0.618 0.249
H 5.627 -1.154 2.766
H 4.576 0.111 4.907
H 2.525 1.812 4.602
C -5.506 -1.209 -2.569
C -4.160 -1.051 -1.939
O -3.936 -0.496 -0.900
N -2.979 -1.558 -2.615
C -2.101 -2.402 -1.753
H -6.202 -0.504 -2.116
H -5.444 -0.995 -3.640
H -5.867 -2.229 -2.415
H -3.227 -2.005 -3.500
H -2.434 -0.707 -2.792
H -1.260 -2.723 -2.369
H -2.671 -3.266 -1.413
H -1.739 -1.806 -0.916

Computed properties:
- E_HOMO (eV) = -11.45
- energy above the lowest of the compared OMol25 structures with the same formula, charge and spin (kcal per mole) = 123.73
- net charge = +1
- orbital gap (Eh) = 0.2725

Results of the natural (NBO) charge analysis, in e, for atoms 1 through 5: O -0.48; C 0.53; C -0.25; C -0.06; Cl -0.03

***

[6]
C12H16N6O3 in the gas phase in a non-equilibrium geometry. Source: the Open Molecules 2025 dataset; level of theory: ωB97M-V with the def2-TZVPD basis set.

Geometry (Å):
N -1.290 -1.662 1.748
C 0.036 -0.953 1.846
C 1.294 -1.839 1.980
C 1.251 -2.606 3.270
C 2.230 -2.747 4.252
N 1.676 -3.510 5.276
C 0.401 -3.745 4.912
N 0.119 -3.251 3.701
C 0.172 -0.158 0.548
O 1.329 0.047 0.126
N -0.932 0.244 -0.117
C -0.850 0.808 -1.397
C -0.208 2.156 -1.377
C -0.605 3.113 -2.479
C 0.168 4.042 -3.175
N -0.682 4.599 -4.043
C -1.942 4.039 -3.855
N -1.922 3.128 -2.892
C -0.287 -0.231 -2.382
O -0.530 -1.414 -2.283
O 0.466 0.309 -3.403
H -1.313 -2.361 1.044
H -1.476 -2.200 2.591
H -0.017 -0.229 2.651
H 1.204 -2.630 1.205
H 2.193 -1.208 1.875
H 3.244 -2.406 4.289
H 2.075 -3.716 6.155
H -0.364 -4.235 5.489
H -1.772 -0.204 0.243
H -1.883 1.021 -1.766
H 0.909 2.158 -1.556
H -0.431 2.593 -0.361
H 1.203 4.522 -2.986
H -0.468 5.388 -4.692
H -2.843 4.323 -4.366
H 0.890 -0.465 -3.894

Computed properties:
- SMILES string = N[C@@H](Cc1c[nH]cn1)C(=O)N[C@@H](Cc1c[nH]cn1)C(=O)O
- E_HOMO (eV) = -8.41
- energy above the lowest of the compared OMol25 structures with the same formula, charge and spin (kcal per mole) = 39.05
- orbital gap (Eh) = 0.3392

Results of the natural (NBO) charge analysis, in e, for atoms 1 through 5: N -0.87; C -0.11; C -0.45; C 0.11; C -0.13